Molecular formula: C3H3NO3
Method: DFT, ωB97M-V with the def2-TZVPD basis set

Values from the calculation:
E_tot = -10790.4484 eV
SMILES = O=c1[nH]cc(O)o1
Charge = 0
Orbital gap = 9.13 eV
E_LUMO = 0.0171 Eh

The geometry in XYZ format:
```
10
Properties=species:S:1:pos:R:3:forces:R:3:nbo_charge:R:1
C -0.090 0.906 0.260 0.576 -1.016 -0.663 0.53
C -0.242 -0.221 1.011 0.382 0.864 0.757 -0.22
C -0.081 -0.787 -1.164 2.590 -0.906 -5.665 0.85
H 0.682 2.721 0.131 -0.585 -1.044 0.259 0.51
H -0.121 -0.349 2.193 -0.571 0.234 -3.278 0.26
H -0.111 -2.383 0.207 -1.309 4.406 -0.627 0.45
N -0.454 -1.272 0.033 1.415 -3.665 1.651 -0.62
O 0.127 2.139 0.703 0.047 0.935 -0.423 -0.67
O 0.374 -1.401 -2.181 -2.256 1.977 3.855 -0.62
O -0.084 0.649 -1.194 -0.290 -1.785 4.134 -0.48
```
Positions in Å, forces in eV/Å.

Molecular formula: H23O12
Method: DFT, ωB97M-V with the def2-TZVPD basis set

Values from the calculation:
E_tot = -24943.4764 eV
Charge = -1
Orbital gap = 9.65 eV
E_LUMO = 0.0982 Eh

The geometry in XYZ format:
```
35
Properties=species:S:1:pos:R:3:forces:R:3:nbo_charge:R:1
O -0.445 0.075 1.322 1.698 -1.590 -0.373 -1.05
H 2.478 1.046 -0.550 0.042 0.546 -0.468 0.48
H -1.670 0.339 -1.426 0.699 -0.130 -0.240 0.49
O 2.094 0.666 2.542 -0.633 1.895 1.849 -0.96
H 1.893 -0.255 2.561 -0.724 -0.904 0.053 0.49
H 1.535 1.114 3.270 1.085 -1.580 -1.881 0.48
O -0.309 -1.450 -0.665 1.523 -0.002 -1.576 -1.17
H 0.640 -1.431 -0.921 -0.697 -0.092 0.505 0.46
O -2.125 0.980 -0.895 -3.119 -0.366 -0.474 -0.97
H -0.708 1.186 -2.845 1.345 1.359 0.740 0.49
H -1.519 1.540 -0.491 1.879 0.959 1.198 0.46
O 3.032 1.760 -0.913 0.447 -0.568 0.897 -0.96
H 0.201 -1.560 -4.215 0.920 -3.071 -0.582 0.46
H -0.926 2.067 4.722 -1.221 2.845 -1.953 0.49
O -0.691 -3.732 0.486 -0.302 -3.403 1.480 -1.00
H -2.607 -1.357 -0.502 -0.316 -0.298 0.856 0.48
H 2.771 2.236 1.671 1.850 2.298 2.069 0.51
O -0.036 1.903 -2.558 0.661 -1.775 -2.804 -1.00
H -0.508 2.343 -1.914 -1.372 1.763 2.072 0.45
H -0.450 -2.901 0.127 -0.223 2.092 -0.799 0.50
O -0.930 -0.401 -2.908 1.106 -1.600 -0.590 -1.03
H -0.088 -0.248 -3.406 -0.959 -0.018 1.043 0.45
H -0.640 -0.987 -2.013 -0.273 0.700 -0.413 0.52
O 0.603 -2.503 -4.365 -1.786 1.699 1.257 -0.95
H 0.047 -3.038 -3.732 0.853 0.809 -0.910 0.48
H -1.411 0.520 4.812 -2.915 -2.311 -1.893 0.49
O -2.787 -1.613 0.426 -1.565 -0.181 -1.186 -0.95
H -0.343 -0.696 0.573 0.115 1.788 0.703 0.49
H 2.731 3.013 3.015 -1.315 0.144 1.907 0.44
O 3.275 2.950 2.275 -0.107 -1.747 -4.007 -0.96
H -1.964 -1.413 0.825 1.126 0.090 0.726 0.46
H -1.483 -3.716 1.041 0.420 0.611 -0.616 0.47
O -0.895 1.219 5.018 4.212 -0.509 3.786 -0.98
H -1.363 0.227 1.312 -1.773 0.592 0.005 0.45
H 2.599 2.119 -1.679 -0.683 -0.043 -0.380 0.48
```
Positions in Å, forces in eV/Å.

Molecular formula: C15H18N8O2Pt
Method: DFT, ωB97M-V with the def2-TZVPD basis set

Values from the calculation:
E_tot = -35053.0127 eV
Charge = +4
Orbital gap (alpha / beta) = 6.43 / 1.67 eV
Multiplicity = 5
E_LUMO (alpha / beta) = -0.4912 / -0.6847 Eh

The geometry in XYZ format:
```
44
Properties=species:S:1:pos:R:3:forces:R:3:mulliken_spin:R:1
N -0.259 3.578 0.691 0.932 1.121 -0.403 0.01
C 0.195 4.640 0.537 -0.754 -1.109 0.536 0.01
C 0.687 6.011 0.472 0.085 0.035 -0.162 0.00
H -0.168 6.692 0.428 0.117 -0.074 -0.033 0.00
H 1.318 6.157 -0.412 -0.155 -0.025 0.183 0.00
H 1.273 6.227 1.372 -0.076 -0.044 -0.148 0.00
N 4.178 -2.891 1.297 -1.244 0.684 2.607 0.52
C 4.592 -3.096 0.222 2.302 -1.536 -4.119 0.26
C 5.173 -3.480 -1.062 -0.601 1.443 0.774 0.03
H 5.231 -2.628 -1.759 -0.018 -0.184 0.373 -0.01
H 4.591 -4.289 -1.533 0.167 -0.434 0.249 0.05
H 6.206 -3.846 -0.864 -0.097 -0.356 0.108 0.06
N -3.417 -3.458 -1.563 -0.405 0.527 1.199 0.06
C -4.210 -3.394 -0.713 0.572 -0.338 -0.977 0.02
C -5.279 -3.363 0.278 -0.145 0.190 0.240 0.00
H -5.008 -3.955 1.175 -0.158 0.241 -0.527 0.01
H -6.188 -3.786 -0.183 0.303 0.131 0.261 0.00
H -5.470 -2.313 0.572 -0.015 -0.590 -0.115 0.00
Pt 0.362 -0.403 -0.380 0.016 0.667 0.900 1.01
C 0.276 -1.925 0.738 -1.236 -7.506 4.713 0.12
O 0.084 -2.841 1.431 0.845 4.029 -2.816 0.00
C 1.726 0.471 0.867 6.449 3.570 3.546 0.18
O 2.576 1.004 1.456 -3.743 -2.514 -2.682 -0.01
C 1.071 0.873 -1.997 0.813 1.152 -1.898 0.00
C -0.332 0.976 -2.102 0.385 1.175 0.067 0.12
C -1.089 -0.193 -2.171 -0.743 -0.674 -0.063 0.09
C -0.446 -1.447 -2.190 -0.341 -0.918 -1.954 0.01
C 0.949 -1.507 -2.432 -0.463 -1.326 -0.595 0.13
C 1.701 -0.338 -2.393 1.016 0.838 0.451 0.18
H 1.660 1.716 -1.614 -0.193 -0.087 -0.920 -0.01
H -0.794 1.951 -1.973 -0.055 -0.085 0.034 0.02
H -2.162 -0.171 -2.051 -0.203 0.029 -0.307 0.01
H -1.047 -2.354 -2.117 -0.009 0.070 -0.092 0.02
H 1.441 -2.481 -2.540 -0.300 0.432 -0.150 0.01
H 2.789 -0.363 -2.502 -0.364 0.012 0.039 0.02
N -1.168 1.888 4.258 0.543 0.869 -4.443 0.64
N -1.143 1.724 2.870 -1.568 -0.784 2.805 0.10
N -2.280 1.910 2.143 0.878 -0.593 -0.522 -0.02
C -1.951 1.267 1.031 -2.364 1.793 1.143 0.06
N -0.730 0.719 1.095 0.207 0.443 3.585 0.28
N -0.247 0.933 2.314 -0.074 -0.212 -2.286 0.03
H -0.237 1.956 4.669 0.351 -0.477 0.445 0.00
H -1.797 2.663 4.424 -0.926 0.280 0.902 0.00
H -2.657 1.167 0.211 0.271 0.135 0.052 0.00
```
Positions in Å, forces in eV/Å.

Molecular formula: C2H7I2N2O
Method: DFT, ωB97M-V with the def2-TZVPD basis set

Values from the calculation:
E_tot = -23405.9744 eV
Charge = +1
Orbital gap = 6.97 eV
E_LUMO = -0.2167 Eh

The geometry in XYZ format:
```
14
Properties=species:S:1:pos:R:3:forces:R:3:nbo_charge:R:1
C 0.958 2.001 -0.015 0.965 -0.459 2.270 -0.33
C -1.068 -1.236 -0.372 2.667 -3.718 1.223 0.71
N -0.234 -0.304 -0.678 -0.672 0.577 0.938 -0.76
N -0.678 -2.514 0.026 2.053 1.034 0.558 -0.83
O -2.356 -1.242 -0.435 -2.640 3.121 -0.643 -0.62
I 4.677 -0.033 -0.130 0.794 1.147 -0.743 -0.01
I 1.595 -0.411 0.352 -2.624 2.064 -1.444 0.70
H 0.206 1.779 -0.726 -0.672 -0.366 -0.346 0.25
H 0.680 2.464 0.980 0.390 -0.929 -1.246 0.24
H 1.903 2.272 -0.409 0.745 0.626 -0.252 0.20
H 5.317 -1.131 0.755 0.631 -0.934 0.828 0.13
H 0.270 -2.680 0.459 -1.977 0.032 -1.062 0.39
H -1.365 -3.230 0.083 -0.382 -0.325 0.363 0.42
H -2.726 -0.297 -0.399 0.722 -1.871 -0.445 0.52
```
Positions in Å, forces in eV/Å.

Molecular formula: CH4O3S
Method: DFT, ωB97M-V with the def2-TZVPD basis set

Values from the calculation:
E_tot = -18076.3360 eV
Charge = 0
Orbital gap (alpha / beta) = 7.31 / 7.33 eV
E_LUMO (alpha / beta) = -0.0962 / -0.0949 Eh

The geometry in XYZ format:
```
9
Properties=species:S:1:pos:R:3:forces:R:3:nbo_charge:R:1
C 1.036 -0.235 0.450 2.252 -1.007 0.785 0.65
O -0.139 -0.026 0.979 0.497 -0.715 1.336 -0.67
O -1.029 1.099 -1.093 -4.036 0.798 0.599 -0.93
O 1.424 0.159 -0.627 -0.091 -0.448 0.827 -0.61
S 0.170 -2.842 2.159 -0.052 -0.095 0.054 -0.02
H -1.952 1.162 -1.468 0.822 -0.013 1.373 0.48
H 1.639 -0.842 1.218 -0.210 0.623 -1.224 0.10
H -0.532 0.481 0.287 -1.881 1.214 -1.290 0.51
H -0.618 1.044 -1.904 2.698 -0.357 -2.459 0.49
```
Positions in Å, forces in eV/Å.